(1)
Computed, not measured: C47H58NO4SV as an isolated structure in a non-equilibrium geometry, with ωB97M-V/def2-TZVPD.

Summary:
Electronic energy: -95886.2375 eV
LUMO (spin up / spin down): 0.427 / 0.378 eV
2S+1: 3
<S²>: 2.0129
HOMO level (spin up / spin down): -7.6 / -8.2 eV
Energy relative to the best compared isomer or geometry (same formula, charge and spin): 35.7 kcal per mole
Gap between HOMO and LUMO (spin up / spin down): 8.0654 / 8.5603 eV
Charge: 0

The geometry in XYZ format:
```
112
Properties=species:S:1:pos:R:3:forces:R:3:mulliken_spin:R:1
V 2.6449 -0.0238 -1.2096 0.6188 -0.4007 -0.8134 1.861
C 5.0876 1.5404 1.5499 0.1897 0.0651 -0.1106 0.008
O 3.9084 1.1065 0.8817 -0.5358 -0.0058 0.0965 0.049
C 2.7697 1.3310 1.6439 0.0408 0.2087 0.2798 0.089
C 2.0142 2.4849 1.4521 0.2020 -0.0544 -0.1188 -0.028
C 2.1943 3.3434 0.2137 -0.1457 -0.1285 -0.0036 0.015
C 0.9545 3.1886 -0.6456 0.3311 -0.1140 -0.1041 -0.001
C -0.1466 4.0020 -0.4312 -0.0313 0.0680 -0.0530 0.003
C -1.3459 3.8398 -1.1157 0.0140 -0.0383 -0.0335 -0.002
C -1.3927 2.8273 -2.0650 -0.0395 0.0323 0.0318 0.003
C -0.3038 2.0073 -2.3346 0.2294 -0.2248 -0.0697 -0.004
C -0.3790 1.0480 -3.4957 0.0694 -0.0487 0.1221 -0.018
C -0.3615 -0.4678 -3.3413 0.0692 0.1384 0.1300 0.018
C -0.7377 -1.1715 -4.4861 -0.0169 -0.0815 -0.0187 0.020
C -0.6000 -2.5440 -4.6009 0.0582 -0.0026 0.0027 0.000
C 0.0121 -3.2087 -3.5413 -0.0403 0.0637 -0.0039 0.021
C 0.3945 -2.5613 -2.3780 0.1084 -0.0015 0.1256 0.038
C 1.2530 -3.3495 -1.4032 -0.1219 0.2184 0.0537 0.017
C 1.1600 -3.0469 0.0685 0.1974 0.1650 -0.1495 -0.006
C 0.2615 -3.7174 0.8758 0.0798 -0.0169 0.0537 0.002
C 0.2134 -3.5176 2.2554 -0.0086 0.0037 0.0006 -0.002
C 1.1479 -2.6480 2.7965 -0.0462 -0.0751 0.0548 0.002
C 2.0577 -1.9440 2.0131 0.3791 0.1851 -0.1953 0.000
C 3.0247 -0.9717 2.6605 -0.1735 0.0146 -0.1778 0.002
C 2.4110 0.4101 2.6328 0.1277 -0.0178 -0.0376 -0.032
C 1.4032 0.7437 3.5214 -0.0345 0.0247 -0.0518 0.000
C 0.7245 1.9588 3.4472 -0.0609 0.0285 -0.0116 -0.003
C 1.0121 2.7861 2.3716 0.0041 -0.0560 0.0434 -0.002
C -0.3073 2.3174 4.5148 -0.0005 0.0095 0.0429 0.000
C -1.4710 1.3183 4.4523 0.0526 0.0318 0.0177 0.000
C -0.8610 3.7311 4.3248 0.0251 -0.1019 -0.0107 0.000
C 0.3643 2.2512 5.8962 -0.0539 0.0155 -0.0799 0.000
C 2.0339 -2.0996 0.6269 -0.7988 -0.7299 0.6650 -0.019
O 2.7725 -1.3364 -0.1940 0.3940 -3.8143 3.0099 -0.115
C -0.8314 -4.2498 3.0918 -0.0443 -0.0386 0.0133 0.001
C -2.2313 -3.8408 2.6059 0.0825 -0.0345 0.0294 0.000
C -0.7253 -3.9088 4.5790 0.0112 -0.0294 -0.0853 0.000
C -0.6505 -5.7672 2.9308 -0.0071 0.0950 0.0223 0.000
C 0.1293 -1.1883 -2.2533 -0.3443 -0.1625 -0.2135 0.087
O 0.3415 -0.5575 -1.0245 0.2824 -0.1290 -0.4999 -0.099
C -0.8480 -0.4466 -0.2449 -0.0826 0.0734 0.3255 0.004
C -1.0234 -3.3253 -5.8403 -0.0196 -0.0267 -0.0930 -0.001
C 0.2079 -4.0184 -6.4467 -0.0757 0.0594 0.0436 0.001
C -2.0687 -4.3777 -5.4426 0.0436 0.0514 -0.0158 0.001
C -1.6395 -2.4221 -6.9115 0.0588 -0.0471 0.0970 0.000
C 0.8821 2.1752 -1.6129 -0.9293 0.6648 0.2863 -0.003
O 1.9176 1.3466 -1.8074 -2.0177 4.0017 -1.6856 -0.052
C -2.5275 4.7545 -0.8119 -0.0812 0.0770 0.0337 0.000
C -3.7213 4.4889 -1.7328 0.1077 0.0043 0.0534 0.000
C -2.1068 6.2218 -0.9932 -0.0166 -0.0922 -0.0162 0.000
C -2.9760 4.5290 0.6398 0.0051 0.0225 -0.0564 0.000
H 5.0961 2.6293 1.6530 -0.0289 -0.0084 -0.0194 0.001
H 5.9307 1.2259 0.9384 -0.0191 0.0091 -0.0197 0.000
H 5.1622 1.0920 2.5444 -0.0256 -0.0376 -0.0235 0.001
H 3.0759 3.0170 -0.3347 0.0391 0.0853 0.0044 0.000
H 2.3176 4.3930 0.4832 0.0153 0.0027 0.0255 -0.001
H -0.0547 4.7972 0.3002 0.0111 -0.0045 0.0050 0.000
H -2.2956 2.6623 -2.6398 0.0153 0.0210 -0.0160 0.000
H 0.4804 1.2658 -4.1409 -0.0432 0.0145 -0.0292 -0.006
H -1.2686 1.3016 -4.0732 0.0175 0.0085 -0.0423 -0.001
H -1.1404 -0.5984 -5.3114 0.0228 0.0120 0.0086 -0.001
H 0.2186 -4.2695 -3.6191 -0.0020 -0.0154 0.0060 -0.001
H 2.2878 -3.1737 -1.7124 0.0092 -0.1240 -0.0060 -0.017
H 1.0506 -4.4100 -1.5535 -0.0157 -0.0083 -0.0242 -0.002
H -0.4143 -4.4233 0.4046 0.0001 -0.0165 -0.0021 0.000
H 1.1864 -2.4929 3.8681 0.0090 0.0032 -0.0251 0.000
H 3.9655 -0.9786 2.1124 0.0237 -0.0101 0.0591 -0.003
H 3.2049 -1.2877 3.6881 0.0495 0.0269 0.0173 0.000
H 1.1404 0.0266 4.2911 0.0233 -0.0081 0.0152 -0.001
H 0.4533 3.7002 2.2266 0.0003 -0.0063 0.0161 -0.001
H -1.9400 1.3432 3.4664 -0.0217 -0.0144 0.0037 0.000
H -2.2267 1.5661 5.2012 0.0005 -0.0080 0.0018 0.000
H -1.1269 0.2999 4.6403 -0.0222 -0.0149 -0.0134 0.000
H -1.4236 3.8172 3.3930 0.0166 0.0345 0.0045 0.000
H -0.0557 4.4679 4.3231 -0.0353 0.0412 -0.0133 0.000
H -1.5373 3.9730 5.1461 -0.0144 -0.0091 -0.0039 0.000
H 0.7241 1.2472 6.1203 0.0159 -0.0094 0.0140 0.000
H -0.3437 2.5385 6.6766 -0.0039 -0.0071 -0.0063 0.000
H 1.2155 2.9335 5.9332 0.0021 -0.0053 0.0404 0.000
H -2.3698 -2.7628 2.7146 -0.0283 -0.0044 0.0079 0.000
H -2.9987 -4.3519 3.1918 -0.0117 0.0147 -0.0139 0.000
H -2.3788 -4.0956 1.5557 -0.0166 -0.0087 -0.0044 0.000
H -0.8893 -2.8433 4.7536 0.0228 -0.0016 0.0366 0.000
H 0.2495 -4.1883 4.9831 -0.0103 0.0223 0.0287 0.000
H -1.4868 -4.4625 5.1304 -0.0047 0.0201 0.0179 0.000
H -0.7995 -6.0792 1.8970 0.0099 -0.0218 -0.0097 0.000
H -1.3705 -6.3027 3.5537 -0.0037 -0.0026 -0.0169 0.000
H 0.3556 -6.0624 3.2337 -0.0090 -0.0305 -0.0014 0.000
H -1.2290 -1.4382 0.0108 0.0791 -0.0226 -0.0151 -0.001
H -1.6117 0.1133 -0.7875 0.0661 0.0362 -0.0422 0.002
H -0.5817 0.0886 0.6668 0.0374 0.0040 -0.0187 -0.004
H 0.6225 -4.7660 -5.7705 0.0209 -0.0057 0.0003 0.000
H 0.9867 -3.2847 -6.6614 0.0169 -0.0290 -0.0309 0.000
H -0.0647 -4.5186 -7.3781 0.0072 -0.0161 0.0078 0.000
H -1.6867 -5.0543 -4.6774 -0.0047 -0.0084 -0.0070 0.000
H -2.3516 -4.9725 -6.3137 -0.0064 -0.0081 0.0076 0.000
H -2.9650 -3.8926 -5.0514 -0.0089 -0.0299 0.0155 0.000
H -0.9234 -1.6767 -7.2622 -0.0330 0.0182 -0.0237 0.000
H -2.5277 -1.9114 -6.5351 0.0038 0.0307 -0.0349 0.000
H -1.9379 -3.0300 -7.7666 -0.0064 0.0104 -0.0094 0.000
H -3.4425 4.6049 -2.7817 -0.0434 -0.0124 -0.0113 0.000
H -4.5125 5.2078 -1.5148 -0.0179 -0.0166 0.0083 0.000
H -4.1286 3.4873 -1.5820 0.0041 -0.0078 -0.0485 0.000
H -1.7273 6.3847 -2.0035 0.0010 0.0369 0.0078 0.000
H -1.3285 6.5096 -0.2859 0.0133 0.0072 -0.0168 0.000
H -2.9647 6.8788 -0.8360 0.0127 0.0133 0.0186 0.000
H -3.2895 3.4933 0.7870 0.0032 -0.0012 0.0211 0.000
H -3.8176 5.1824 0.8818 0.0060 -0.0034 0.0206 0.000
H -2.1668 4.7417 1.3408 -0.0148 0.0056 -0.0051 0.000
S 6.1302 2.0592 -2.9758 0.2534 0.2516 -0.1174 0.037
C 5.1163 1.0123 -2.3469 -0.2229 -0.4223 0.1703 0.104
N 4.3651 0.2256 -1.8778 1.7903 0.3804 -0.8445 0.039
```
Forces are in eV/Å.



(2)
Computed, not measured: C47H59BrCrF4NOPSSbSi3 as an isolated structure in a non-equilibrium geometry, with ωB97M-V/def2-TZVPD.

Summary:
Electronic energy: -212858.5440 eV
LUMO (spin up / spin down): -0.324 / -0.457 eV
2S+1: 2
<S²>: 0.7972
HOMO level (spin up / spin down): -6.9 / -6.9 eV
Energy relative to the best compared isomer or geometry (same formula, charge and spin): 121.7 kcal per mole
Gap between HOMO and LUMO (spin up / spin down): 6.5262 / 6.4669 eV
Charge: 0

The geometry in XYZ format:
```
120
Properties=species:S:1:pos:R:3:forces:R:3:mulliken_spin:R:1
Cr 0.6221 0.2287 -1.5710 -0.2499 0.2818 -0.6579 1.214
F 2.0336 0.2231 -9.3115 -0.0204 -0.0015 0.0204 0.000
C 1.5533 0.5033 -8.0950 0.0218 -0.0027 -0.0761 0.000
C 1.1127 1.7741 -7.7902 -0.0011 0.0878 -0.1061 0.000
F 1.1428 2.7239 -8.7337 0.0177 -0.0143 0.0255 0.000
C 0.6363 2.0364 -6.5192 -0.0072 0.2524 0.0292 -0.001
F 0.1760 3.3076 -6.3442 0.0306 -0.1000 -0.0161 0.000
C 0.5782 1.1193 -5.4960 0.0135 -0.3519 0.0794 0.001
P -0.1522 1.5538 -3.3309 -0.0351 0.2871 0.2553 -0.057
C 0.8069 3.1225 -3.3262 0.1139 -0.0673 0.0146 -0.021
C 2.0131 3.0802 -2.6233 -0.0134 0.0192 -0.0526 -0.011
C 2.8205 4.1984 -2.4821 -0.0591 0.0242 -0.0519 -0.002
C 2.4369 5.4007 -3.0607 0.0240 -0.0494 0.0555 0.000
C 1.2351 5.4670 -3.7470 -0.0367 -0.0025 0.0048 -0.001
C 0.4260 4.3453 -3.8683 -0.0321 0.0282 -0.0154 0.000
C -1.7940 1.4052 -4.1017 -0.0580 -0.0789 0.0439 -0.035
C -2.3529 0.1291 -4.1894 -0.0179 -0.0197 -0.0466 0.015
C -3.6360 -0.0495 -4.6857 0.0195 0.0541 0.0198 0.005
C -4.3795 1.0457 -5.1077 0.0326 -0.0185 0.0034 -0.001
C -3.8267 2.3149 -5.0324 0.0370 0.0007 0.0074 0.001
C -2.5446 2.4951 -4.5271 -0.0208 -0.0291 -0.0064 -0.001
C 0.9610 -0.1567 -5.8762 -0.0016 -0.0155 0.0122 0.007
Br 0.7115 -1.6948 -4.7421 -0.0521 -0.0092 0.0403 0.000
C 1.4583 -0.4777 -7.1298 0.0548 -0.0783 0.0509 0.000
F 1.8508 -1.7188 -7.4523 -0.0336 0.0134 0.0015 0.000
H 2.3393 2.1596 -2.1510 0.0468 -0.0107 -0.0126 0.012
H 3.7457 4.1265 -1.9242 -0.0027 -0.0098 -0.0105 0.000
H 3.0683 6.2757 -2.9736 -0.0183 -0.0043 0.0105 0.000
H 0.9154 6.4004 -4.1936 0.0055 -0.0167 -0.0007 0.000
H -0.5043 4.4455 -4.4031 0.0484 0.0018 -0.0305 -0.001
H -1.7837 -0.7329 -3.8595 -0.0111 0.0268 -0.0471 -0.003
H -4.0565 -1.0461 -4.7422 0.0187 0.0081 0.0029 0.000
H -5.3828 0.9095 -5.4915 0.0235 0.0016 -0.0059 0.000
H -4.3955 3.1754 -5.3620 0.0076 -0.0071 0.0030 0.000
H -2.1422 3.4952 -4.4677 -0.0471 0.0013 0.0181 0.000
C 0.3703 -2.8040 7.1931 0.0176 0.0161 0.0109 0.000
C -0.6555 -3.1322 6.0988 0.0451 -0.0051 -0.0364 -0.001
C -1.5271 -1.9010 5.8651 0.0075 -0.0063 -0.0868 0.000
C -1.5609 -4.2822 6.5654 -0.0376 0.0024 -0.0363 0.000
C 0.0991 -3.5406 4.8312 -0.0100 -0.0399 0.1077 -0.005
C 0.7752 -4.7779 4.8210 -0.0102 0.0067 0.0083 0.002
C 1.4869 -5.2147 3.7288 -0.0164 0.0774 -0.0875 -0.001
C 1.5242 -4.3928 2.6023 0.0173 -0.1311 0.1094 0.001
S 2.3548 -4.6435 1.1171 0.1328 -0.1317 -0.0722 0.001
C 1.7839 -3.0911 0.5480 0.1211 0.0448 -0.4056 -0.002
N 1.0095 -2.4702 1.3679 -0.0497 -0.6353 0.4700 0.006
C 0.8623 -3.1687 2.5740 0.0405 0.1290 -0.2258 0.001
C 0.1576 -2.7375 3.7077 0.1110 0.0913 -0.1180 0.001
C 2.3195 -2.5294 -0.7181 -0.0474 -0.2154 0.0078 0.013
C 3.3210 -3.2688 -1.3473 0.0715 -0.0031 -0.0403 0.002
C 4.0282 -2.7753 -2.4368 -0.0525 -0.1510 0.0719 0.013
C 3.7324 -1.5176 -2.9121 0.0538 0.1225 -0.0630 0.009
C 2.7078 -0.8065 -2.2985 -0.0970 0.2806 0.0226 0.053
C 1.9498 -1.2683 -1.2313 0.1942 -0.2816 0.5050 -0.023
H -0.1350 -2.4373 8.0902 0.0125 -0.0434 -0.0082 0.000
H 1.0638 -2.0315 6.8515 -0.0334 -0.0054 0.0235 0.000
H 0.9554 -3.6848 7.4656 -0.0036 0.0245 -0.0137 0.000
H -2.0543 -1.6430 6.7853 0.0031 -0.0026 -0.0226 0.000
H -2.2706 -2.0802 5.0824 0.0290 0.0191 0.0407 0.000
H -0.9257 -1.0394 5.5757 -0.0234 0.0417 0.0253 0.000
H -2.2198 -3.9340 7.3637 0.0349 -0.0212 0.0114 0.000
H -0.9902 -5.1268 6.9540 -0.0132 0.0209 -0.0269 0.000
H -2.1836 -4.6429 5.7430 -0.0079 0.0263 0.0419 0.000
H 0.7388 -5.4095 5.6995 0.0110 0.0277 -0.0144 0.000
H 2.0089 -6.1625 3.7433 -0.0205 0.0036 0.0129 0.000
H -0.3490 -1.7811 3.6685 0.0023 -0.0316 -0.0021 -0.002
H 3.5813 -4.2517 -0.9708 0.0401 0.0405 -0.0465 0.003
H 4.8042 -3.3716 -2.8991 -0.0268 -0.0038 0.0244 0.002
H 4.2682 -1.1019 -3.7557 -0.0008 0.0337 0.0197 0.000
H 2.5046 0.1898 -2.7318 -0.1869 -0.0474 -0.0865 -0.061
C -0.6518 3.9550 -0.7524 0.0456 -0.0272 0.0100 -0.008
O -0.1543 2.6199 -0.6866 0.0291 0.0121 0.0123 0.008
C -0.8165 1.6886 -1.5342 0.3353 0.2447 -0.3626 -0.159
C -2.2797 1.5761 -1.2453 -0.0499 -0.1013 0.0870 0.049
H -1.0673 4.1744 -1.7342 -0.0130 0.0079 -0.0357 0.000
H 0.1809 4.6326 -0.5625 -0.0045 -0.0086 0.0048 0.000
H -1.4259 4.1102 0.0039 0.0015 -0.0108 0.0036 0.000
H -2.8279 2.4753 -1.5496 -0.0184 0.0000 0.0009 -0.006
H -2.4413 1.4229 -0.1795 0.0179 -0.0514 -0.0171 0.013
H -2.7228 0.7392 -1.7704 -0.0555 0.0126 -0.0816 -0.026
C 3.0024 1.8060 1.1645 -0.1720 0.2685 -0.2182 0.002
Si 2.2200 0.3950 2.1005 0.0801 -0.6562 0.1816 0.002
C 2.0430 0.7000 3.9351 -0.1414 0.1774 0.1846 -0.006
C 3.5058 -0.9601 2.0143 0.0477 -0.2917 -0.0564 0.001
Sb -0.0911 -0.0437 0.9477 -0.7035 0.8010 1.0847 -0.022
Si -2.0704 -1.7870 0.6296 0.7082 -0.4845 -0.2387 0.002
C -3.6959 -1.1152 -0.0019 -0.1396 0.5126 0.0961 0.001
C -1.3367 -2.7542 -0.8106 -0.0106 -0.1278 -0.0884 0.009
C -2.5556 -2.9962 1.9627 -0.0533 0.0206 0.3431 -0.002
Si -1.1784 1.7684 2.5601 0.0008 0.6104 -0.7238 0.005
C -2.9291 2.2685 2.0885 -0.1979 -0.0244 -0.0388 0.000
C -0.0837 3.3022 2.4502 0.0902 0.0999 0.0181 -0.001
C -1.3607 1.5290 4.4112 0.0566 -0.6099 0.1649 -0.002
H 3.8866 2.1583 1.7046 -0.0192 -0.0507 -0.0160 0.000
H 2.3451 2.6564 0.9914 0.0567 0.0143 -0.0333 0.000
H 3.3279 1.4313 0.1880 0.0317 0.0117 0.0437 0.002
H 3.0334 0.7652 4.3968 -0.0330 -0.0014 -0.0530 0.000
H 1.5153 -0.1465 4.3870 0.0723 0.0410 0.0128 0.002
H 1.4937 1.6083 4.1770 0.0503 0.0018 0.0475 0.000
H 4.4404 -0.5564 2.4198 -0.0576 0.0366 -0.0052 0.000
H 3.7006 -1.2919 0.9943 0.0704 0.0509 0.0438 0.002
H 3.2308 -1.8324 2.6134 0.0719 0.0742 0.0073 0.000
H -3.6611 -0.9409 -1.0768 -0.0313 -0.0232 0.0259 -0.001
H -4.0236 -0.1891 0.4753 -0.0561 -0.0842 -0.0348 0.000
H -4.4502 -1.8825 0.1976 0.0525 0.0047 -0.0131 0.000
H -0.6135 -2.1555 -1.3723 0.0050 -0.0392 -0.0859 -0.004
H -2.1195 -3.0640 -1.5097 0.0020 -0.0120 0.0631 0.003
H -0.8066 -3.6479 -0.4727 -0.0158 0.0364 -0.0245 0.000
H -3.1948 -2.5127 2.7088 0.0039 -0.0654 -0.0253 0.000
H -1.7189 -3.4506 2.4841 -0.0492 -0.0815 -0.0548 0.001
H -3.1353 -3.7945 1.4861 -0.0185 0.0837 -0.0009 0.000
H -3.0018 2.7754 1.1280 -0.0002 0.0444 0.0501 -0.001
H -3.3061 2.9525 2.8570 0.0123 -0.0643 -0.0134 0.000
H -3.5956 1.4002 2.0580 -0.0088 0.0898 0.0291 0.000
H 0.5831 3.2776 1.5938 -0.0505 0.0767 -0.0289 0.000
H 0.5223 3.4085 3.3529 -0.0051 0.0426 -0.0226 0.000
H -0.7060 4.1986 2.3607 0.0181 -0.0432 0.0508 0.000
H -2.2187 0.9050 4.6744 0.0294 0.0274 0.0071 0.000
H -1.5398 2.5366 4.7992 -0.0304 -0.0347 -0.0038 0.000
H -0.4796 1.1289 4.9123 -0.0594 0.0362 0.0213 0.000
```
Forces are in eV/Å.



Question: 2S+1 of number 1 (C47H58NO4SV)?
Answer: 3